(1)
{
  "formula": "C40H73BBr6N3O26",
  "method": "the ωB97M-V functional and the def2-TZVPD basis",
  "species": ["O", "C", "O", "B", "O", "C", "O", "O", "C", "O", "C", "O", "O", "C", "O", "C", "C", "N", "C", "C", "O", "C", "H", "H", "H", "H", "H", "H", "H", "H", "H", "H", "H", "H", "H", "H", "H", "C", "O", "C", "C", "N", "C", "C", "O", "C", "H", "H", "H", "H", "H", "H", "H", "H", "H", "H", "H", "H", "H", "H", "H", "C", "O", "C", "C", "N", "C", "C", "O", "C", "H", "H", "H", "H", "H", "H", "H", "H", "H", "H", "H", "H", "H", "H", "H", "Br", "C", "C", "Br", "H", "H", "H", "H", "Br", "C", "C", "Br", "H", "H", "H", "H", "Br", "C", "C", "Br", "H", "H", "H", "H", "C", "C", "O", "C", "O", "O", "H", "H", "H", "H", "C", "C", "O", "C", "O", "O", "H", "H", "H", "H", "C", "C", "O", "C", "O", "O", "H", "H", "H", "H", "C", "C", "O", "C", "O", "O", "H", "H", "H", "H"],
  "positions_angstrom": [[20.64440, -10.99446, -3.30644], [19.72438, -11.83111, -3.12656], [19.29693, -12.64600, -4.01143], [17.88186, -13.02732, -3.63168], [17.68759, -12.45900, -2.31116], [18.70430, -11.69126, -2.02719], [18.82557, -10.94618, -1.02442], [17.65413, -14.44519, -3.58711], [16.56521, -14.71975, -4.38769], [16.03619, -15.85414, -4.61071], [16.32284, -13.38469, -5.18677], [16.99859, -12.46535, -4.66500], [15.44054, -13.29394, -6.07181], [20.49361, -8.65018, -0.14451], [21.37463, -7.81905, 0.62161], [22.16479, -7.03626, -0.14308], [22.80603, -6.11305, 0.88164], [23.99500, -6.89257, 1.33983], [24.66870, -6.36827, 2.55194], [25.64430, -7.40135, 3.07389], [26.23689, -6.96276, 4.34859], [26.74757, -5.68555, 4.47878], [20.86393, -9.47332, -0.75558], [19.73554, -8.00104, -0.58273], [19.85231, -9.32319, 0.42462], [21.80099, -6.33410, -0.89322], [22.82231, -7.72091, -0.67883], [22.28793, -5.92274, 1.82156], [23.07896, -5.17569, 0.39691], [23.61817, -7.82029, 1.47185], [23.97506, -6.00726, 3.31131], [25.22797, -5.48448, 2.24499], [26.42927, -7.57982, 2.33901], [24.96060, -8.24512, 3.16711], [26.86733, -5.24203, 5.46724], [26.05874, -5.08130, 3.88846], [27.74649, -5.72097, 4.04405], [23.37658, -2.52057, -9.63581], [24.23274, -3.58265, -9.07027], [24.68466, -3.29239, -7.75898], [23.62811, -3.46092, -6.56010], [23.85119, -4.71682, -5.79514], [23.59416, -5.90967, -6.56833], [23.74414, -7.09947, -5.62888], [22.58548, -7.38428, -4.76017], [21.78850, -8.41458, -5.20546], [22.71259, -2.19465, -8.83520], [22.83220, -2.94852, -10.47758], [23.88974, -1.74539, -10.20492], [25.26080, -2.36774, -7.79313], [25.48645, -4.02245, -7.64836], [22.60402, -3.15572, -6.77503], [23.99824, -2.69486, -5.87874], [23.27589, -4.63752, -4.96879], [24.31584, -5.78505, -7.37564], [22.59023, -5.92628, -6.99256], [24.61975, -7.11833, -4.98000], [23.93406, -8.01103, -6.19551], [20.83539, -8.25267, -4.70201], [22.17727, -9.42464, -5.07606], [21.54659, -8.30252, -6.26236], [23.42882, -13.90826, -1.30201], [24.33473, -12.88960, -0.92563], [23.93182, -11.67605, -1.48080], [23.84840, -11.69292, -3.01688], [25.24519, -12.00221, -3.52132], [25.30281, -12.40847, -4.94254], [25.26569, -13.82963, -5.06452], [26.24718, -14.39839, -4.13826], [26.09657, -15.78009, -4.09928], [23.65980, -14.25712, -2.30852], [22.35038, -13.89000, -1.14475], [23.65895, -14.77615, -0.68401], [24.50893, -10.83783, -1.09041], [22.93031, -11.38080, -1.16788], [23.46953, -10.69328, -3.22966], [23.05853, -12.34506, -3.38959], [25.49337, -12.87570, -3.07914], [26.34238, -12.19371, -5.19011], [24.63473, -11.78137, -5.53289], [25.63851, -14.26774, -5.99035], [24.25325, -14.18570, -4.87403], [26.10740, -16.25522, -5.08021], [25.22729, -16.05796, -3.50328], [26.96179, -16.20725, -3.59228], [12.34880, -16.19238, -4.45269], [13.48787, -16.98327, -5.91076], [12.64975, -18.21354, -6.62307], [13.95790, -19.59868, -7.15031], [14.43397, -17.32703, -5.49263], [13.90082, -16.25420, -6.60791], [12.12829, -18.00373, -7.55696], [11.94794, -18.79749, -6.02760], [20.59653, -15.98369, -1.95305], [19.26283, -15.90424, -0.46168], [19.82254, -14.99972, 0.63859], [18.41287, -14.56068, 1.91730], [19.00508, -16.87360, -0.03503], [18.31470, -15.59399, -0.90089], [20.19699, -14.09607, 0.15766], [20.76275, -15.25532, 1.12725], [11.35806, -12.50086, -3.73490], [11.49779, -12.63222, -5.77003], [11.17580, -11.28220, -6.36600], [9.26507, -11.03803, -5.88840], [10.91222, -13.44212, -6.20510], [12.50437, -13.03666, -5.87640], [11.15091, -11.32580, -7.45484], [11.72502, -10.45191, -5.92207], [20.60102, -11.32088, -8.09089], [19.47898, -11.51670, -7.09348], [18.70629, -10.34990, -7.21945], [19.07696, -9.59759, -8.26899], [18.45158, -8.63193, -8.74129], [20.09046, -10.30163, -8.84442], [20.72238, -12.19597, -8.72933], [21.57090, -11.06967, -7.66154], [19.78663, -11.49016, -6.04812], [18.90857, -12.44224, -7.17171], [13.71676, -14.60965, -1.36053], [15.05961, -14.31613, -0.72098], [14.87042, -13.01059, -0.06652], [13.56044, -12.78100, 0.12800], [13.09370, -11.87735, 0.87597], [12.86887, -13.68535, -0.65290], [13.29280, -15.57865, -1.09703], [13.63962, -14.21789, -2.37476], [15.89648, -14.31122, -1.41936], [15.33857, -15.02258, 0.06082], [16.58090, -9.85433, 0.41154], [16.31315, -10.44593, 1.83389], [15.71047, -9.30004, 2.46515], [15.22614, -8.57002, 1.64520], [14.39591, -7.67346, 1.88153], [15.57088, -8.98328, 0.31957], [16.42297, -10.68995, -0.27028], [17.52760, -9.43251, 0.07401], [17.25988, -10.66008, 2.32980], [15.66926, -11.32213, 1.90993], [17.87704, -19.05561, -2.84654], [16.52405, -19.11125, -3.51559], [15.98524, -20.35573, -3.05215], [16.98432, -21.13309, -2.84351], [16.96488, -22.37437, -2.86522], [18.20219, -20.41293, -2.74856], [17.78984, -18.57128, -1.87395], [18.55960, -18.41503, -3.40500], [16.59884, -18.98614, -4.59580], [15.92154, -18.30374, -3.09962]],
  "atomic_forces_ev_per_a": [[-1.989, -2.849, 0.901], [3.045, 4.929, -0.783], [-1.080, -1.847, -0.631], [1.124, 0.182, -0.190], [-0.561, 0.230, 0.185], [0.789, 2.558, 4.224], [-0.365, -2.757, -3.298], [-2.213, -1.424, -0.967], [0.308, -3.651, -1.422], [2.303, 4.857, 1.565], [-5.579, -2.203, -2.737], [1.540, 1.739, 0.887], [2.838, -0.290, 2.279], [-1.336, -0.261, 0.759], [-2.941, -2.492, 0.398], [1.143, 1.718, -0.007], [2.740, -0.992, 0.138], [0.677, 0.987, 0.303], [-0.047, 0.388, -1.745], [-0.171, 1.891, 0.828], [-1.363, -3.004, 0.703], [0.082, 0.525, -2.059], [1.063, 0.891, -0.888], [0.319, -0.054, -0.918], [0.243, 0.500, 1.388], [-1.475, -0.451, -0.326], [0.914, 0.510, -0.122], [-1.204, 0.198, -0.559], [0.355, 0.086, 0.224], [0.185, -0.246, 0.451], [-0.253, -0.306, 0.446], [-0.119, 0.163, -0.290], [-0.005, -0.186, 0.015], [0.916, -0.652, 0.918], [-0.549, -0.827, 0.386], [0.640, 0.989, 0.227], [0.275, 0.661, -0.284], [0.509, -1.740, 0.037], [-1.219, 1.365, -1.001], [-0.376, -1.067, -0.057], [2.688, 0.663, 0.132], [-0.492, 1.727, -0.650], [-0.155, 0.363, 1.293], [-0.253, -1.991, 0.111], [2.184, 1.635, -0.565], [-1.414, 0.066, -0.693], [-0.058, 0.448, -0.401], [-0.474, -0.596, 0.482], [0.729, 0.478, 0.951], [-0.587, 0.635, 0.457], [-0.138, -0.268, 0.582], [-0.213, -0.507, -0.531], [-0.246, 0.235, 0.249], [-0.141, -0.393, 0.150], [0.004, -1.116, -0.174], [-0.271, -0.121, -0.243], [-0.030, 0.954, 0.136], [-0.286, -0.152, -0.463], [-0.009, -0.641, 0.239], [0.171, -0.057, 0.436], [0.054, 0.035, -0.456], [1.226, -2.006, 0.465], [-0.986, -0.257, 0.373], [-1.173, 0.948, -0.898], [1.649, 0.302, 0.675], [-2.287, 0.246, -0.168], [1.929, 3.073, 0.934], [0.090, -3.280, -0.151], [-0.897, 0.729, -0.416], [0.686, -0.671, 0.736], [-0.356, 0.156, -0.354], [-0.122, 1.481, -0.140], [0.467, -0.087, 0.191], [0.768, -0.386, -0.282], [-0.540, -0.388, 0.349], [0.522, 0.241, -0.612], [0.035, -0.391, 0.050], [0.331, 0.197, 0.876], [0.078, 0.706, -0.610], [-0.052, -0.464, -0.241], [-0.603, 0.515, -0.716], [-0.119, -0.608, 0.319], [-0.411, 0.102, -0.300], [-0.342, -0.197, -0.242], [0.103, 0.176, 0.178], [0.886, -0.320, -1.184], [-1.189, -1.874, -0.489], [1.432, 0.760, 0.413], [-0.023, 0.233, -0.008], [-0.626, -0.461, 0.618], [-1.025, 0.402, -0.132], [0.268, 0.631, 0.187], [0.292, 0.649, 0.559], [-0.826, -0.301, 0.817], [0.253, -0.334, 0.545], [0.279, 1.036, -1.172], [0.450, -0.141, -0.276], [0.694, -0.381, -0.350], [0.372, 0.720, -0.059], [-0.816, 0.552, 0.028], [-0.536, -1.136, 0.344], [0.064, -0.430, -1.315], [0.906, -0.458, 0.942], [-0.954, -0.756, 0.539], [0.082, 0.519, -0.411], [-0.688, 0.256, 0.614], [0.366, 0.799, -0.134], [0.385, 0.210, 0.161], [-0.038, -0.181, -0.314], [-0.029, -1.484, 0.675], [0.638, -0.341, 2.174], [-1.394, 1.313, 0.187], [-2.342, 0.275, -1.595], [2.818, -3.058, 1.813], [0.206, 3.183, -2.632], [0.094, 0.034, -0.030], [-0.050, 0.171, 0.158], [0.461, -0.261, -0.122], [-0.367, 0.257, -0.622], [-0.396, 1.660, 0.914], [0.433, 0.200, 0.567], [0.567, -0.603, -0.222], [-1.565, 1.869, 1.246], [1.770, -3.960, -3.279], [-0.886, 1.491, 1.803], [0.342, -0.131, -0.828], [0.165, -1.022, -0.330], [-0.113, 0.587, 0.002], [-0.219, -0.028, 0.136], [0.565, -3.543, -0.008], [2.478, 0.410, -0.312], [3.319, -4.983, 5.311], [-6.251, 6.167, -5.674], [2.576, -1.906, -1.070], [-2.741, 3.478, 1.159], [-0.103, 0.037, -0.272], [0.278, 0.096, 1.045], [-0.164, 0.007, 0.284], [-0.281, 0.381, -0.383], [-0.583, 1.087, -0.067], [-0.352, 1.948, 0.825], [-1.221, 1.396, -0.790], [3.208, -5.079, -0.496], [0.040, 3.863, 0.648], [-0.902, -1.352, 0.102], [0.041, -0.317, 0.392], [0.381, -0.634, -0.218], [-0.337, -0.686, -0.053], [-0.314, -0.120, -0.399]],
  "e_lumo_ev": 1.25,
  "homo_energy_ev": -7.21,
  "multiplicity": 1,
  "largest_force_ev_per_a": 10.5,
  "energy_ev": -521297.9225,
  "total_charge": -1,
  "orbital_gap_ev": 8.462
}

=====

(2)
{
  "formula": "C38H23BrClIN6O5Sc",
  "method": "the ωB97M-V functional and the def2-TZVPD basis",
  "species": ["Sc", "O", "C", "C", "C", "C", "C", "C", "C", "O", "N", "N", "C", "C", "C", "C", "C", "C", "C", "O", "H", "H", "H", "H", "H", "H", "H", "H", "H", "H", "Br", "C", "C", "C", "C", "C", "C", "N", "N", "C", "C", "C", "C", "O", "C", "N", "C", "C", "C", "C", "H", "H", "H", "H", "H", "H", "H", "H", "H", "Cl", "C", "C", "C", "I", "C", "O", "C", "N", "C", "C", "C", "C", "H", "H", "H", "H"],
  "positions_angstrom": [[11.92502, 11.71872, 16.18783], [14.85633, 14.41730, 18.80271], [15.22652, 13.36211, 19.56234], [16.31037, 13.52501, 20.45594], [16.69929, 12.44597, 21.28564], [16.09889, 11.18236, 21.15995], [14.95509, 11.03709, 20.37627], [14.55158, 12.12558, 19.58159], [13.28858, 11.99541, 18.80423], [13.01656, 12.88303, 17.86034], [12.54113, 10.90624, 19.01735], [11.38110, 10.95789, 18.27927], [10.33156, 10.17821, 18.56175], [9.06930, 10.18882, 17.87652], [7.96346, 9.36226, 18.19326], [6.78531, 9.32055, 17.44480], [6.62247, 10.12913, 16.29891], [7.69977, 10.98883, 16.00276], [8.93260, 11.00700, 16.67863], [9.92329, 11.69906, 16.17743], [14.17862, 14.09670, 18.17277], [16.88986, 14.42693, 20.48482], [17.54400, 12.65058, 21.96838], [16.47985, 10.39470, 21.78841], [14.31628, 10.13646, 20.36485], [10.47121, 9.45550, 19.37082], [8.06281, 8.63790, 18.97824], [6.02904, 8.73052, 17.91490], [5.68423, 10.03739, 15.70942], [7.43743, 11.77287, 15.24963], [5.20903, 9.89603, 9.11702], [6.87846, 9.09654, 8.77887], [7.88152, 9.81726, 8.05972], [9.16925, 9.52177, 8.23332], [9.49207, 8.45427, 9.15220], [8.48003, 7.52455, 9.50690], [7.15788, 7.92339, 9.47214], [10.67146, 8.59969, 9.88623], [10.97171, 7.76339, 10.81632], [11.68573, 8.22979, 11.88127], [11.79328, 7.39371, 12.98458], [11.98793, 7.87587, 14.25872], [12.08989, 9.28328, 14.51030], [12.19933, 9.74205, 15.72270], [11.99136, 10.09638, 13.33786], [11.80399, 11.47030, 13.55836], [11.78012, 12.24538, 12.48198], [12.16847, 11.81459, 11.20553], [12.21256, 10.47927, 10.95949], [12.04243, 9.57938, 12.05639], [7.61322, 10.65788, 7.35486], [10.02376, 10.08959, 7.81876], [8.84664, 6.65810, 10.08592], [6.43136, 7.40481, 9.98002], [11.61467, 6.32155, 12.84039], [11.95086, 7.25586, 15.12345], [11.52561, 13.27461, 12.64175], [12.44560, 12.55054, 10.45162], [12.53793, 10.01368, 10.06409], [15.78253, 16.98364, 13.34252], [15.21741, 15.48151, 13.80778], [16.03636, 14.36831, 13.66400], [15.66025, 13.17156, 14.25387], [16.96676, 11.59267, 13.94272], [14.40184, 12.97265, 14.93861], [14.07466, 11.95203, 15.56890], [13.53020, 14.10564, 14.88407], [12.18729, 13.88016, 15.23725], [11.38183, 14.93251, 15.34203], [11.81254, 16.23657, 15.11548], [13.01595, 16.46044, 14.49976], [13.87981, 15.40127, 14.39110], [16.98302, 14.45503, 13.16676], [10.34222, 14.72566, 15.57234], [11.22071, 17.07937, 15.42912], [13.28207, 17.52888, 14.22547]],
  "atomic_forces_ev_per_a": [[0.642, 0.784, 0.504], [0.512, -0.220, 0.250], [0.722, -0.019, 0.840], [-0.290, -1.581, 0.300], [0.120, 0.881, -1.154], [-0.313, 0.633, 0.571], [0.434, 0.523, -0.048], [-1.007, -0.066, -0.138], [-0.788, -0.567, -1.696], [-0.210, -1.142, 0.967], [-0.064, 0.624, 0.762], [-2.016, -1.118, -0.775], [2.966, 0.908, 0.534], [-0.586, 0.564, -2.210], [0.588, 0.460, -0.736], [0.851, 0.558, 0.257], [0.879, -0.225, 1.211], [-2.298, 0.547, -1.055], [-0.003, -0.608, 0.601], [-0.260, 0.341, 0.000], [-0.359, -0.238, -0.012], [-0.111, 0.459, -0.034], [-0.527, -0.480, -0.390], [-0.129, -0.319, 0.025], [0.665, 0.569, -0.060], [-0.103, 0.214, 0.149], [0.053, -0.022, 0.605], [-0.686, -0.498, -0.463], [0.902, 0.524, 0.405], [1.010, -0.845, 0.328], [-0.460, 0.176, -0.359], [0.640, 0.202, -0.044], [-2.903, 1.043, -1.014], [2.873, -1.628, 1.440], [-0.869, -0.467, -0.396], [1.838, 0.379, 0.904], [1.659, 1.563, -2.051], [1.052, -0.223, 0.814], [-1.239, 0.021, -1.603], [0.930, -0.443, -0.443], [-0.523, -0.925, 0.353], [0.331, 1.400, 0.080], [-0.198, -1.697, 0.708], [-0.328, -0.103, -1.401], [0.192, 2.716, 0.739], [0.209, -1.078, -0.835], [0.454, -0.464, 1.397], [-0.029, 0.003, -0.617], [0.611, -0.235, 1.361], [-0.997, 0.727, -0.651], [0.032, -0.972, 1.128], [-0.799, -0.193, 0.254], [-0.576, 0.544, -0.200], [-1.658, -1.111, 0.980], [-0.105, 0.441, 0.021], [0.170, -0.545, 0.393], [0.055, 0.473, 0.191], [-0.341, -0.152, 0.102], [-0.021, 0.205, -0.839], [0.749, 1.885, -0.785], [-1.360, -1.635, 0.657], [-1.350, 1.080, 0.811], [-1.161, -0.642, 0.263], [-0.069, -0.387, 0.225], [2.196, 1.311, -1.020], [-1.022, -1.698, 0.215], [-2.609, 1.204, -0.267], [1.142, 0.692, 0.344], [0.381, -1.207, 0.054], [0.089, 0.638, -0.364], [-0.841, 2.245, 0.766], [3.459, -2.175, -1.051], [0.245, 0.113, -0.093], [0.086, -0.071, 0.283], [-0.465, 0.022, -0.278], [-0.065, -1.672, 0.288]],
  "e_lumo_ev": 1.16,
  "homo_energy_ev": -4.92,
  "de_lowest_kcal_mol": 0.0,
  "multiplicity": 1,
  "largest_force_ev_per_a": 4.2,
  "energy_ev": -170328.4458,
  "total_charge": -1,
  "orbital_gap_ev": 6.077
}